P:
The following is a quantum chemistry calculation of C3H9NS in the gas phase, from OMol25.

```
! RIJCOSX wB97M-V def2-TZVPD def2/J DEFGRID3
* xyz 0 1
C 1.1340 0.7788 0.5734
C -0.1926 0.5774 -0.1402
N 0.1244 0.3478 -1.5626
C -0.9782 -0.5742 0.4854
S -0.6949 -2.2415 -0.2838
H 1.6889 1.6980 0.3810
H 1.7873 -0.0205 0.2029
H 1.0768 0.6575 1.6541
H -0.8470 1.4501 -0.1123
H 0.7639 1.0551 -1.8700
H -0.6888 0.3193 -2.1669
H -0.6358 -0.7216 1.5051
H -2.0515 -0.4348 0.4541
H -0.4866 -2.8914 0.8798
*
```

Calculated values
**HOMO**: -8.73 eV
**E_LUMO**: 0.954 eV
**SMILES**: C[C@@H](N)CS
**Frontier orbital gap**: 9.7 eV

Q:
The following is a quantum chemistry calculation of C3H9NS in the gas phase, from OMol25.

```
! RIJCOSX wB97M-V def2-TZVPD def2/J DEFGRID3
* xyz 0 1
C 1.4369 -1.2728 0.6627
S 0.2553 0.1900 0.0614
C -1.1270 0.3452 1.1614
C -0.5957 -0.3774 -1.4939
N 0.7107 1.5318 -0.4497
H 2.2157 -0.9084 -0.0660
H 1.8844 -0.7954 1.5151
H -0.8649 0.0336 2.1600
H -1.5644 1.3163 1.0803
H -1.8826 -0.4877 0.8820
H 0.2449 -0.2945 -2.3026
H -0.9226 -1.3776 -1.4222
H -1.3485 0.3576 -1.7982
H 1.5577 1.7392 0.0096
*
```

Calculated values
**HOMO**: -8.27 eV
**E_LUMO**: 0.746 eV
**SMILES**: C=S(C)(C)=N
**Frontier orbital gap**: 9.0 eV

R:
The following is a quantum chemistry calculation of 2 unconnected molecules or ions with the total composition C3H9NS, from OMol25.

```
! RIJCOSX wB97M-V def2-TZVPD def2/J DEFGRID3
* xyz 0 1
C 0.8358 -2.1594 -3.9103
N 0.8704 -1.4145 -4.9112
H 1.0603 -3.2263 -4.0136
H 0.8080 -1.8845 -2.8545
H 0.6906 -0.4197 -4.7933
C -1.4233 1.4953 1.2373
S -1.0247 1.4949 3.0458
C 0.4464 0.4706 3.2478
H -0.6503 1.1855 0.5589
H -1.5815 2.5636 1.1927
H -2.3441 0.9393 1.1079
H 0.8138 0.7201 4.2509
H 0.3058 -0.6057 3.2569
H 1.1927 0.8407 2.5846
*
```

Calculated values
**HOMO**: -8.52 eV
**E_LUMO**: 0.723 eV
**SMILES**: C=N.CSC
**Frontier orbital gap**: 9.2 eV

Of the structures shown above, P is the most stable.